Here is a cluster of 2 separate species, C5H14N2O3 in total in a non-equilibrium geometry from the Open Molecules 2025 dataset. Energies are from wB97M-V/def2-TZVPD.

Properties
E_HOMO   -0.3252 Eh
Relative energy (zero: lowest compared OMol25 entry of this formula, charge and spin)   125.6 kcal per mole
SMILES string   CN(C)C(N)=O.CCOO
Gap between HOMO and LUMO   0.3549 Eh
Electronic energy   -14530.2899 eV
LUMO level   0.81 eV
Maximum force   3.89 eV/Å

Geometry (Å):
C1 0.797 1.315 -2.525
H1 0.389 2.115 -1.908
O1 -0.372 -2.045 -2.015
O2 0.579 -1.934 0.511
H2 -1.767 1.421 1.262
H3 -1.356 -2.746 1.629
C2 0.517 0.510 2.421
H4 1.727 1.675 -2.974
H5 -1.340 0.871 -0.335
C3 -0.919 1.206 0.607
N1 -1.309 -1.740 1.695
H6 -0.256 0.505 3.200
C4 1.092 0.103 -1.694
H7 0.098 1.102 -3.328
H8 1.755 0.280 -0.847
H9 0.028 -2.441 -1.206
C5 -0.324 -1.193 0.888
H10 1.536 -0.712 -2.262
H11 1.254 -0.229 2.730
H12 -2.158 -1.215 1.827
O3 -0.486 -0.684 -1.650
H13 0.896 1.532 2.406
H14 -0.351 2.127 0.458
N2 -0.029 0.176 1.112

Atomic partial charges in e from the Löwdin method, atoms 1 to 2: number 1, C, carries -0.10; number 2, H, carries 0.06


Here is the molecule C5H10O from the Open Molecules 2025 dataset. Energies are from wB97M-V/def2-TZVPD.

Properties
E_HOMO   -0.3692 Eh
Relative energy (zero: lowest compared OMol25 entry of this formula, charge and spin)   24.5 kcal per mole
SMILES string   OCC1CCC1
Gap between HOMO and LUMO   0.4074 Eh
Electronic energy   -7393.7025 eV
LUMO level   1.04 eV
Maximum force   0.40 eV/Å

Geometry (Å):
C1 0.195 -0.090 1.700
H1 -1.344 -0.491 0.276
H2 -1.258 1.823 -0.574
C2 -0.329 -0.063 0.279
H3 0.281 -1.775 -1.077
C3 -0.333 1.237 -0.558
H4 -0.913 0.054 -2.312
H5 0.703 0.774 -2.528
H6 -0.635 -1.795 2.056
H7 -0.414 0.563 2.350
H8 1.227 0.278 1.741
C4 0.503 -0.731 -0.836
H9 0.500 1.899 -0.289
C5 0.000 0.370 -1.794
O1 0.240 -1.414 2.201
H10 1.577 -0.638 -0.636

Atomic partial charges in e from the Löwdin method, atoms 1 to 2: number 1, C, carries -0.25; number 2, H, carries 0.14


Here is the ion C2H3ClNO3S with charge -1 in a non-equilibrium geometry from the Open Molecules 2025 dataset. Energies are from wB97M-V/def2-TZVPD.

Properties
E_HOMO   -0.1467 Eh
Relative energy (zero: lowest compared OMol25 entry of this formula, charge and spin)   51.8 kcal per mole
SMILES string   [H]/N=C(\Cl)O[S@](=C)(=O)[O-]
Gap between HOMO and LUMO   0.2813 Eh
Electronic energy   -33111.7590 eV
Charge   -1
LUMO level   3.66 eV
Maximum force   3.48 eV/Å

Geometry (Å):
O1 -2.629 0.287 1.180
S1 -1.958 0.820 0.022
H1 -0.341 0.552 1.427
H2 0.514 -2.483 -1.252
C1 -0.969 -1.331 -0.945
Cl1 -1.225 -2.156 0.621
O2 -2.505 1.964 -0.641
O3 -1.907 -0.528 -1.203
N1 0.036 -1.662 -1.652
H3 -0.119 1.854 0.169
C2 -0.296 0.740 0.325

Atomic partial charges in e from the Löwdin method, atoms 1 to 2: number 1, O, carries -0.40; number 2, S, carries 0.55


Here is the molecule C14H17NO5 from the Open Molecules 2025 dataset. Energies are from wB97M-V/def2-TZVPD.

Properties
E_HOMO   -0.3185 Eh
Relative energy (zero: lowest compared OMol25 entry of this formula, charge and spin)   0.0 kcal per mole
SMILES string   CC[C@@H](CCC(=O)Nc1cccc(C(=O)O)c1)C(=O)O
Gap between HOMO and LUMO   0.3388 Eh
Electronic energy   -26523.5299 eV
LUMO level   0.55 eV
Maximum force   0.72 eV/Å

Geometry (Å):
C1 1.462 0.422 -1.443
H1 -1.017 2.087 1.171
H2 0.974 2.184 -1.952
C2 0.616 -0.104 1.211
O1 1.766 1.696 -1.676
H3 -2.882 -1.620 0.119
H4 3.286 0.922 0.589
H5 -3.114 3.267 0.670
C3 -4.179 1.500 0.119
H6 4.738 -1.102 0.842
C4 2.129 -1.597 -0.143
C5 -1.796 0.155 0.683
H7 5.718 0.312 0.475
O2 0.895 1.063 1.384
H8 1.254 -2.086 1.766
H9 -0.719 -1.559 0.754
C6 4.955 -0.355 0.082
O3 0.358 -0.020 -1.640
O4 -6.341 0.051 -0.774
C7 -3.065 2.195 0.550
N1 -0.636 -0.572 0.954
C8 1.662 -1.205 1.266
H10 4.001 1.239 -0.984
C9 -4.102 0.118 -0.029
C10 -1.880 1.538 0.836
H11 5.363 -0.862 -0.790
C11 -2.915 -0.548 0.251
C12 3.713 0.445 -0.293
H12 -7.061 -0.532 -1.063
H13 2.917 -2.345 -0.055
H14 -5.103 2.012 -0.101
H15 1.297 -2.045 -0.691
H16 2.505 -0.835 1.849
C13 2.643 -0.412 -0.976
H17 3.074 -0.829 -1.898
C14 -5.257 -0.686 -0.481
O5 -5.261 -1.888 -0.583

Atomic partial charges in e from the Löwdin method, atoms 1 to 2: number 1, C, carries -0.51; number 2, H, carries 0.10


Here is the molecule C3H4N2 in a non-equilibrium geometry from the Open Molecules 2025 dataset. Energies are from wB97M-V/def2-TZVPD.

Properties
E_HOMO   -0.3701 Eh
Relative energy (zero: lowest compared OMol25 entry of this formula, charge and spin)   66.2 kcal per mole
SMILES string   N#C[C@H]1CN1
Gap between HOMO and LUMO   0.3733 Eh
Electronic energy   -6153.0317 eV
LUMO level   0.09 eV
Maximum force   2.21 eV/Å

Geometry (Å):
C1 0.285 0.284 -0.060
H1 -1.127 -1.439 -0.400
H2 -1.708 0.261 -0.800
N1 -0.617 0.155 1.056
H3 -0.363 -0.596 1.690
H4 0.345 1.296 -0.436
C2 1.674 -0.144 -0.204
C3 -1.008 -0.370 -0.260
N2 2.519 0.554 -0.587

Atomic partial charges in e from the Löwdin method, atoms 1 to 2: number 1, C, carries -0.38; number 2, H, carries 0.11


Here is a structure of composition C12H30AlF4N5O15PS4 in a non-equilibrium geometry from the Open Molecules 2025 dataset. Energies are from wB97M-V/def2-TZVPD.

Properties
E_HOMO   -0.4363 Eh
Gap between HOMO and LUMO   0.0755 Eh
Electronic energy   -121171.4580 eV
Charge   +1
LUMO level   -9.82 eV
Maximum force   11.64 eV/Å

Geometry (Å):
H1 3.814 0.132 -1.159
H2 4.570 -0.921 2.324
H3 3.638 0.925 4.753
O1 -3.881 -0.986 3.198
Al1 -0.836 -2.080 -0.235
H4 2.512 3.959 2.231
S1 -1.879 -5.988 1.045
O2 -3.256 1.435 -2.718
F1 -1.751 -1.846 2.745
F2 -2.785 -4.844 1.801
O3 -4.630 0.934 1.233
H5 0.082 3.428 -3.168
F3 -2.679 1.820 0.014
N1 3.679 0.451 0.919
H6 -0.063 3.528 1.041
H7 4.246 -1.498 0.715
H8 2.514 3.925 0.397
O4 -0.447 -6.993 -1.403
O5 -3.008 -6.590 0.362
C1 4.586 -0.626 1.275
O6 -1.902 0.234 3.935
N2 2.244 0.604 3.245
S2 -3.190 1.168 1.450
C2 -3.931 2.168 -3.697
O7 1.069 -6.624 0.600
H9 1.673 -0.175 5.113
H10 2.927 2.459 3.987
O8 0.650 1.904 -2.023
H11 -0.405 1.820 1.589
O9 -2.875 -0.541 -1.747
C3 3.273 1.433 3.861
H12 -5.603 -1.614 -1.911
C4 0.955 3.212 -2.553
C5 1.321 -0.288 -4.719
O10 -1.344 -6.742 2.156
O11 1.105 0.913 -3.885
H13 1.816 3.219 -3.222
H14 4.110 1.477 3.165
C6 1.302 0.001 4.103
C7 0.624 0.801 -2.650
H15 -3.958 1.848 -4.738
C8 0.258 2.683 1.650
H16 1.171 -0.177 -5.793
H17 1.171 4.047 -1.886
N3 -1.021 -4.941 0.267
C9 3.852 0.951 -0.442
S3 -0.007 -6.117 -0.308
H18 1.094 -1.000 3.724
H19 -5.863 -1.804 -3.708
P1 2.128 0.614 1.561
H20 2.993 1.561 -0.724
F4 0.819 -5.043 -1.176
H21 -3.476 3.157 -3.733
H22 4.779 1.520 -0.510
S4 -2.575 -0.450 2.861
N4 -2.214 -0.222 1.436
H23 0.214 2.959 2.704
O12 -4.725 -0.262 -3.078
C10 2.583 3.357 1.325
H24 5.608 -0.487 0.924
O13 1.131 -0.361 0.985
H25 3.612 3.004 1.389
H26 0.387 0.586 4.015
H27 2.327 -0.692 -4.603
H28 -4.391 -2.365 -2.826
H29 -4.926 2.232 -3.256
N5 1.636 2.270 1.369
H30 0.579 -1.042 -4.456
C11 -5.157 -1.593 -2.905
O14 -2.789 2.220 2.424
O15 0.127 -0.229 -2.229
C12 -3.609 0.182 -2.429

Atomic partial charges in e from the Löwdin method, atoms 1 to 2: number 1, H, carries 0.10; number 2, H, carries 0.09